{"formula": "C27H48BaOP2", "method": "ωB97M-V/def2-TZVPD", "species": ["Ba", "P", "P", "O", "C", "C", "C", "C", "C", "C", "C", "C", "C", "C", "C", "C", "C", "C", "C", "C", "C", "C", "C", "C", "C", "C", "C", "C", "C", "C", "C", "H", "H", "H", "H", "H", "H", "H", "H", "H", "H", "H", "H", "H", "H", "H", "H", "H", "H", "H", "H", "H", "H", "H", "H", "H", "H", "H", "H", "H", "H", "H", "H", "H", "H", "H", "H", "H", "H", "H", "H", "H", "H", "H", "H", "H", "H", "H", "H"], "positions_angstrom": [[1.8022, 0.9776, 1.0193], [0.4643, -2.1204, -4.1651], [0.3180, 1.5731, -3.4063], [0.9443, 0.9107, 3.2181], [0.0629, 2.6666, 4.5101], [-2.9781, -1.2920, -2.7764], [0.1875, 3.5994, 3.2952], [-0.0371, 0.3304, 5.3194], [-0.4231, 0.8166, 6.5615], [-0.3322, 3.0955, 5.7700], [-0.5499, 2.1837, 6.7975], [1.5641, 2.3266, -2.2686], [1.4306, -1.7582, 5.3148], [-0.9034, 3.2819, 2.2590], [0.7675, -1.6287, 1.5346], [-0.4491, 2.9104, -4.3838], [0.1088, -2.3447, -2.4239], [0.6432, -0.6566, -5.2269], [2.0990, -2.9388, -4.4140], [-0.9936, -1.9858, 5.8219], [-0.5971, 0.0372, -1.4810], [0.0442, -1.1859, 5.0333], [-1.9021, -0.6200, -3.5664], [-2.3992, -2.2846, -1.6986], [0.3307, 1.2831, 4.3163], [1.3111, 0.5406, -4.5308], [1.5975, 3.6677, 2.6475], [-0.6906, -3.2904, -4.9361], [-1.2139, 0.4778, -2.8573], [0.4915, -1.0250, -1.6177], [-1.1793, -2.9606, -2.0724], [-0.7774, 3.7183, -3.7018], [-2.1239, -0.4834, -4.6478], [-1.3230, 2.5157, -4.9304], [2.0834, 3.1356, -2.8200], [1.5530, 3.6003, 1.5413], [-3.7167, -1.8351, -3.3993], [1.4574, -2.8185, 5.0433], [-0.6197, 0.1008, 7.3590], [-0.4614, 4.1626, 5.9390], [0.9163, -3.0789, -2.1390], [2.3189, 2.9549, 3.0848], [-0.8599, 2.2308, 1.9178], [2.8871, -2.1654, -4.4847], [-1.8959, 3.4168, 2.7129], [1.3208, -1.0168, -6.0192], [-0.9698, -4.0900, -4.2328], [2.3302, -3.6419, -3.5902], [1.7233, -1.9947, 1.9398], [-1.6038, -2.7523, -5.2239], [2.3651, 1.6082, -1.9794], [2.2099, 0.1962, -3.9894], [0.7796, -1.3345, -0.5910], [-3.1529, -3.0576, -1.4546], [-1.1519, -4.0501, -2.0491], [-1.9488, 1.2968, -2.6652], [-1.0228, -3.0140, 5.4531], [-0.8340, 3.9383, 1.3863], [1.3944, -0.5860, -2.0892], [2.2066, -1.2381, 4.7440], [-2.0005, -1.5712, 5.7128], [1.6576, -1.6753, 6.3833], [2.0455, -3.4911, -5.3649], [-0.0169, 4.5978, 3.7134], [-1.3810, -0.3364, -0.8252], [-0.1625, -1.3215, 3.9664], [-0.2274, 0.9515, -0.9244], [1.0786, 2.8091, -1.3910], [-0.1944, -3.7312, -5.8144], [-0.7331, -2.0225, 6.8841], [0.1907, -1.0973, 2.3146], [1.6663, 1.2217, -5.3196], [0.3001, 3.3104, -5.0970], [0.1625, -2.4644, 1.1481], [-3.5710, -0.5322, -2.2314], [2.0117, 4.6612, 2.8455], [-2.2568, -1.7242, -0.7597], [-0.8612, 2.5293, 7.7771], [-0.3110, -0.4190, -5.7250]], "lowdin_charge": [1.785, 0.891, 0.998, -0.488, -0.155, -0.231, -0.348, -0.109, -0.053, -0.065, -0.108, -0.220, -0.069, -0.072, -0.323, -0.189, -0.490, -0.340, -0.202, -0.084, -0.260, -0.375, -0.296, -0.280, -0.320, -0.336, -0.144, -0.185, -0.386, -0.241, -0.245, 0.063, 0.056, 0.069, 0.069, 0.000, 0.104, 0.078, 0.104, 0.103, 0.111, 0.058, 0.060, 0.042, 0.093, 0.082, 0.054, 0.052, -0.071, 0.052, 0.033, 0.079, 0.009, 0.106, 0.059, 0.096, 0.078, 0.070, 0.064, 0.071, 0.083, 0.079, 0.041, 0.126, 0.090, 0.089, 0.029, 0.032, 0.042, 0.068, -0.095, 0.087, 0.058, -0.038, 0.086, 0.078, 0.068, 0.090, 0.082], "e_above_lowest_kcal_mol": 112.7, "homo_energy_ev": [-4.065, -4.066], "max_force_ev_per_a": 4.3, "gap_ha": [0.1070, 0.1070], "spin_multiplicity": 1}

{"formula": "C3H12N5", "method": "ωB97M-V/def2-TZVPD", "species": ["N", "N", "N", "N", "N", "C", "C", "C", "H", "H", "H", "H", "H", "H", "H", "H", "H", "H", "H", "H"], "positions_angstrom": [[0.7366, -1.8098, -0.7936], [-0.8961, 0.2219, -0.1532], [2.9143, 0.5128, 0.1254], [2.0468, 1.3250, 0.0143], [0.9705, -1.2152, 0.4519], [-2.2657, -0.1353, 0.3860], [0.1950, -0.1501, 0.7017], [-0.9507, 1.7310, -0.3375], [0.3429, -2.7438, -0.8127], [3.9164, 0.4669, -0.2281], [-1.4039, 2.1371, 0.4639], [-2.9841, -0.1481, -0.2894], [-2.4085, 0.4834, 1.1694], [-0.5738, -0.3439, -1.1081], [1.6308, -1.7762, -1.2511], [0.1581, 1.9873, -0.3231], [-2.1062, -1.1911, 0.7167], [0.1551, 0.0091, 1.7204], [-1.4411, 1.9127, -1.3507], [1.9636, -1.2737, 0.8977]], "lowdin_charge": [0.037, -0.172, -0.033, 0.060, -0.113, 0.046, -0.209, 0.015, 0.111, 0.121, 0.053, 0.059, 0.069, 0.236, 0.093, 0.067, 0.131, 0.117, 0.140, 0.174], "e_above_lowest_kcal_mol": 178.7, "homo_energy_ev": [-11.711, -10.918], "max_force_ev_per_a": 6.8, "total_charge": 1, "gap_ha": [0.3159, 0.2857], "spin_multiplicity": 1}

{"formula": "C16H30O27S6", "method": "ωB97M-V/def2-TZVPD", "species": ["S", "S", "S", "S", "S", "S", "O", "O", "O", "O", "O", "O", "O", "O", "O", "O", "O", "O", "O", "O", "O", "O", "O", "O", "O", "O", "O", "O", "O", "O", "O", "O", "O", "C", "C", "C", "C", "C", "C", "C", "C", "C", "C", "C", "C", "C", "C", "C", "C", "H", "H", "H", "H", "H", "H", "H", "H", "H", "H", "H", "H", "H", "H", "H", "H", "H", "H", "H", "H", "H", "H", "H", "H", "H", "H", "H", "H", "H", "H"], "positions_angstrom": [[1.9951, -2.5792, -6.1539], [-1.0155, 6.3765, 1.2775], [-0.4738, 2.0106, 3.7818], [-3.5364, -2.3488, -3.0493], [1.1635, 0.9792, -0.6902], [1.6172, -3.7194, -0.8879], [0.7810, -1.8782, 3.3075], [0.3955, -3.2322, -0.3777], [-1.4223, -2.2189, 3.4851], [0.9845, 0.1293, 0.5519], [-0.3186, 1.6077, -0.6502], [1.3555, 0.2728, -1.9343], [2.1930, -3.3068, -7.3347], [-0.4510, 1.0137, 4.7909], [0.8965, 1.8740, 2.9497], [1.7623, -5.1258, -0.8803], [-2.9602, -3.4955, -3.6419], [-2.1989, 5.3197, 0.8528], [-0.2383, 3.4356, 4.4281], [3.1370, -2.5976, -5.2499], [1.3673, -1.0407, -6.4127], [0.6771, -3.1001, -5.4396], [1.8948, -3.1416, -2.3593], [2.9423, -3.0778, -0.1487], [-0.1031, -2.0862, 5.3154], [-1.1563, 7.6838, 0.7768], [-4.1160, -2.7143, -1.5865], [-4.9541, -1.8333, -3.7233], [-2.6442, -1.1988, -3.0113], [-1.5831, 2.0421, 2.8590], [0.1587, 5.5534, 0.4824], [-0.7403, 6.2362, 2.6535], [2.1421, 1.9958, -0.3869], [-5.3862, -1.9884, -1.4265], [-0.4429, 4.7509, -0.5467], [1.9007, -1.9024, 4.1750], [0.6420, -0.6817, -5.1852], [-6.0222, -2.0021, -2.7604], [1.3545, 3.2262, 2.6655], [-0.3186, -0.2525, 0.9123], [3.1841, -2.4571, -2.3640], [2.6584, -0.5822, 4.2225], [1.2475, -2.1805, 5.5642], [-0.3466, -2.1081, 3.9953], [-1.1817, 0.6476, -0.1253], [0.0653, -2.0294, -4.6670], [3.4988, -2.0560, -0.9710], [-1.6794, 4.2274, 0.1152], [0.9935, 4.0057, 3.9460], [-1.4422, 0.0179, -0.9284], [-6.7442, -1.1801, -2.9165], [0.7231, 3.6277, 1.8636], [3.0067, -0.2866, 3.2206], [0.8373, 5.0976, 3.8278], [3.4448, -0.7096, 4.9509], [3.1738, -1.5851, -3.0423], [4.5712, -2.0743, -0.8981], [3.0677, -1.1004, -0.6485], [1.4359, -3.2295, 5.8130], [2.4995, -2.7385, 3.8015], [-2.1060, 1.0475, 0.2947], [1.7085, 3.8180, 4.7719], [-0.1140, 0.0573, -5.4496], [0.2474, 3.9732, -0.8296], [0.3797, -2.1226, -3.6347], [-0.5874, 5.4111, -1.3760], [4.0074, -3.1608, -2.6818], [-0.3021, -0.0496, 1.9935], [-5.1707, -0.9799, -1.0159], [2.0150, 0.2649, 4.4871], [1.3691, -0.3774, -4.4132], [2.3977, 3.2058, 2.4368], [1.5207, -1.4816, 6.3609], [-6.4960, -2.9544, -2.8910], [-1.4465, 3.4516, 0.8643], [-1.0125, -2.2349, -4.7109], [-5.8842, -2.6098, -0.6775], [-0.4248, -1.3395, 0.8579], [-2.3935, 3.7893, -0.5748]], "lowdin_charge": [0.652, 0.648, 0.606, 0.654, 0.590, 0.619, 0.068, -0.213, 0.162, -0.195, -0.197, -0.221, -0.205, -0.201, -0.218, -0.212, -0.209, -0.170, -0.172, -0.253, -0.203, -0.185, -0.197, -0.175, 0.074, -0.196, -0.187, -0.183, -0.266, -0.226, -0.204, -0.222, -0.227, -0.154, -0.158, -0.283, -0.121, -0.173, -0.111, -0.092, -0.176, -0.017, -0.108, -0.571, -0.125, -0.140, -0.190, -0.186, -0.136, 0.091, 0.150, 0.107, 0.091, 0.122, 0.087, 0.123, 0.135, 0.106, 0.135, 0.156, 0.132, 0.139, 0.134, 0.110, 0.095, 0.130, 0.154, 0.090, 0.142, 0.067, 0.104, 0.136, 0.142, 0.126, 0.102, 0.106, 0.142, 0.112, 0.142], "homo_energy_ev": -10.921, "max_force_ev_per_a": 3.0, "gap_ha": 0.4026, "spin_multiplicity": 1}

{"formula": "C4H2O2", "method": "ωB97M-V/def2-TZVPD", "species": ["O", "O", "C", "C", "C", "C", "H", "H"], "positions_angstrom": [[0.8373, -0.0844, -0.2545], [0.0258, -2.2118, 0.0305], [0.7988, -1.4478, -0.4027], [-2.7040, 0.9880, 0.0049], [-0.1560, 0.7240, 0.0890], [-1.4134, 0.8145, 0.0664], [0.8472, 2.8207, 1.2873], [1.7642, -1.6032, -0.8209]], "lowdin_charge": [0.027, 0.177, -0.289, 0.157, -0.104, -0.216, 0.105, 0.143], "e_above_lowest_kcal_mol": 162.6, "homo_energy_ev": [-10.776, -9.284], "max_force_ev_per_a": 2.8, "gap_ha": [0.3372, 0.2766], "spin_multiplicity": 1}